Record 1
{"formula": "CuH12O6", "method": "ωB97M-V/def2-TZVPD", "charge": 1, "homo_energy_ev": -12.26, "e_tot_ha": -2098.8469, "homo_lumo_gap_ev": 8.486, "relative_energy_ev": 1.634, "symbols": ["Cu", "O", "H", "H", "O", "H", "H", "O", "H", "H", "O", "H", "H", "O", "H", "H", "O", "H", "H"], "coordinates": [[0.40, 0.28, 0.57], [2.18, 0.46, -0.10], [2.29, -0.06, -0.84], [2.62, -0.01, 0.61], [0.35, 0.20, -2.42], [-0.27, 0.90, -2.61], [0.19, -0.37, -3.20], [-2.77, -0.34, -0.77], [-2.31, -0.05, 0.04], [-2.09, -0.93, -1.19], [0.81, 0.12, 2.68], [1.71, 0.14, 3.00], [0.30, -0.17, 3.40], [-0.96, 1.49, 0.29], [-1.21, 1.52, -0.61], [-1.67, 2.09, 0.59], [-0.19, -1.53, 0.13], [0.57, -1.77, -0.45], [0.06, -1.98, 0.91]]}



Record 2
{"formula": "C3H7O2S", "method": "ωB97M-V/def2-TZVPD", "charge": -1, "homo_energy_ev": [-1.83, -3.17], "e_tot_ha": -667.1135, "homo_lumo_gap_ev": [6.017, 7.291], "relative_energy_ev": 3.532, "symbols": ["C", "C", "C", "O", "O", "S", "H", "H", "H", "H", "H", "H", "H"], "coordinates": [[0.99, 1.25, 0.14], [-1.41, 0.17, 0.19], [-0.18, 0.72, 0.85], [1.90, -1.60, -1.16], [-0.55, -2.31, -1.01], [0.88, -2.55, -0.56], [0.89, 1.76, -0.84], [1.59, 1.81, 0.73], [1.60, 0.33, -0.27], [-2.12, 0.78, -0.44], [-2.05, -0.12, 0.96], [-1.33, -0.68, -0.55], [-0.20, 0.46, 1.95]]}



Record 3
{"formula": "C6H12O2", "method": "ωB97M-V/def2-TZVPD", "charge": 0, "homo_energy_ev": -10.45, "smiles": "CCCCCC(=O)O", "e_tot_ha": -386.2888, "homo_lumo_gap_ev": 11.239, "relative_energy_ev": 0.852, "symbols": ["O", "C", "O", "C", "C", "C", "C", "C", "H", "H", "H", "H", "H", "H", "H", "H", "H", "H", "H", "H"], "coordinates": [[1.79, 2.86, -0.47], [1.30, 1.99, -1.13], [0.80, 2.25, -2.38], [1.18, 0.53, -0.78], [0.78, 0.26, 0.64], [-0.70, 0.19, 1.04], [-1.47, -0.90, 0.31], [-1.08, -2.30, 0.64], [1.03, 3.03, -2.89], [0.46, -0.04, -1.35], [2.23, 0.17, -0.98], [1.43, 0.84, 1.33], [1.29, -0.69, 0.86], [-1.17, 1.15, 0.96], [-0.74, 0.04, 2.14], [-2.53, -0.62, 0.42], [-1.42, -0.76, -0.77], [-0.07, -2.59, 0.53], [-1.79, -2.99, 0.16], [-1.31, -2.42, 1.72]]}



Record 4
{"formula": "C73H84BF2IN8O4", "method": "ωB97M-V/def2-TZVPD", "charge": 0, "homo_energy_ev": -8.34, "smiles": "CCCCCCCCCCCc1cc(C[C@H](C)I)c([C@H](C)F)c2c1C(=O)c1c(CB(O)O)ccc([C@@H](C)F)c1C2=O.c1ccncc1.c1ccncc1.c1ccncc1.c1ccncc1.c1ccncc1.c1ccncc1.c1ccncc1.c1ccncc1", "e_tot_ha": -4092.9854, "homo_lumo_gap_ev": 7.479, "symbols": ["C", "C", "C", "C", "C", "C", "C", "C", "C", "C", "C", "C", "C", "C", "C", "C", "C", "I", "C", "C", "C", "F", "C", "C", "C", "O", "C", "C", "C", "B", "O", "O", "C", "C", "C", "C", "C", "F", "C", "C", "O", "H", "H", "H", "H", "H", "H", "H", "H", "H", "H", "H", "H", "H", "H", "H", "H", "H", "H", "H", "H", "H", "H", "H", "H", "H", "H", "H", "H", "H", "H", "H", "H", "H", "H", "H", "H", "H", "H", "H", "H", "H", "H", "H", "H", "N", "C", "C", "C", "C", "C", "H", "H", "H", "H", "H", "N", "C", "C", "C", "C", "C", "H", "H", "H", "H", "H", "N", "C", "C", "C", "C", "C", "H", "H", "H", "H", "H", "N", "C", "C", "C", "C", "C", "H", "H", "H", "H", "H", "N", "C", "C", "C", "C", "C", "H", "H", "H", "H", "H", "N", "C", "C", "C", "C", "C", "H", "H", "H", "H", "H", "N", "C", "C", "C", "C", "C", "H", "H", "H", "H", "H", "N", "C", "C", "C", "C", "C", "H", "H", "H", "H", "H"], "coordinates": [[2.25, 2.82, 1.78], [0.96, 3.81, 1.56], [0.57, 3.66, -0.01], [-0.23, 4.99, -0.42], [-0.96, 4.72, -1.82], [-2.28, 3.81, -1.56], [-2.67, 2.90, -2.83], [-4.26, 3.03, -3.21], [-4.69, 1.85, -4.20], [-4.86, 0.41, -3.46], [-3.60, -0.54, -3.73], [-2.78, -0.95, -2.42], [-3.00, -0.40, -0.99], [-2.15, -0.82, 0.26], [-2.47, -0.12, 1.66], [-3.27, -1.03, 2.72], [-2.52, -0.94, 4.16], [-3.70, -3.06, 2.08], [-1.01, -1.87, 0.03], [-0.15, -2.30, 1.32], [1.28, -1.57, 1.43], [-0.03, -3.75, 1.37], [-0.75, -2.46, -1.39], [-1.63, -2.00, -2.62], [-1.25, -2.64, -4.02], [-1.34, -2.06, -5.13], [-0.65, -4.13, -4.04], [-0.84, -5.16, -5.19], [-1.72, -4.83, -6.48], [-0.75, -4.20, -7.65], [0.51, -4.80, -8.04], [-1.09, -2.97, -8.36], [-0.19, -6.59, -5.15], [0.69, -7.02, -3.94], [0.90, -6.01, -2.76], [1.84, -6.50, -1.56], [3.35, -5.95, -1.75], [1.31, -6.24, -0.25], [0.24, -4.61, -2.82], [0.44, -3.52, -1.66], [1.51, -3.49, -1.01], [3.14, 3.36, 1.30], [2.37, 2.62, 2.89], [2.05, 1.86, 1.17], [0.05, 3.46, 2.15], [1.23, 4.91, 1.75], [1.49, 3.57, -0.69], [-0.06, 2.70, -0.08], [-1.06, 5.12, 0.37], [0.44, 5.92, -0.42], [-0.20, 4.23, -2.53], [-1.28, 5.70, -2.31], [-3.11, 4.54, -1.26], [-2.09, 3.11, -0.68], [-2.48, 1.79, -2.63], [-2.07, 3.31, -3.73], [-4.34, 4.04, -3.78], [-4.92, 3.14, -2.28], [-3.93, 1.82, -5.07], [-5.75, 2.12, -4.59], [-5.76, -0.09, -3.99], [-5.17, 0.51, -2.36], [-4.00, -1.53, -4.18], [-2.89, -0.01, -4.45], [-3.81, 0.39, -0.79], [-3.14, 0.79, 1.42], [-1.53, 0.32, 2.17], [-4.30, -0.52, 2.90], [-2.56, 0.15, 4.53], [-3.04, -1.59, 4.96], [-1.42, -1.23, 4.11], [-0.72, -2.03, 2.29], [1.14, -0.60, 2.04], [1.96, -2.28, 2.04], [1.68, -1.38, 0.38], [-2.11, -5.83, -6.93], [-2.63, -4.19, -6.26], [1.02, -4.10, -8.53], [-0.73, -2.20, -7.84], [-0.32, -7.33, -6.02], [1.17, -8.05, -3.96], [1.91, -7.65, -1.66], [3.85, -6.48, -2.65], [4.01, -6.22, -0.84], [3.39, -4.83, -1.98], [-3.52, -3.73, 6.33], [-3.42, -4.61, 5.32], [-3.37, -5.98, 5.49], [-3.41, -6.49, 6.78], [-3.51, -5.60, 7.85], [-3.56, -4.25, 7.57], [-3.38, -4.17, 4.32], [-3.29, -6.64, 4.63], [-3.37, -7.56, 6.95], [-3.55, -5.96, 8.87], [-3.65, -3.52, 8.37], [1.53, -1.04, -7.99], [2.22, -0.08, -8.63], [3.02, 0.85, -7.99], [3.11, 0.79, -6.61], [2.41, -0.19, -5.92], [1.64, -1.08, -6.66], [2.11, -0.08, -9.71], [3.55, 1.60, -8.56], [3.73, 1.50, -6.07], [2.46, -0.27, -4.84], [1.08, -1.87, -6.17], [3.45, 4.25, 4.23], [2.91, 4.96, 5.24], [3.65, 5.59, 6.23], [5.03, 5.48, 6.18], [5.62, 4.76, 5.15], [4.79, 4.17, 4.21], [1.82, 5.01, 5.23], [3.16, 6.14, 7.01], [5.65, 5.96, 6.93], [6.69, 4.65, 5.08], [5.20, 3.59, 3.38], [2.00, 3.22, 8.13], [1.53, 2.81, 9.32], [1.29, 1.48, 9.65], [1.55, 0.52, 8.69], [2.04, 0.91, 7.45], [2.25, 2.26, 7.22], [1.34, 3.60, 10.04], [0.91, 1.21, 10.62], [1.37, -0.53, 8.90], [2.25, 0.18, 6.67], [2.63, 2.61, 6.27], [6.63, 0.74, 6.92], [6.09, 1.44, 7.93], [6.83, 2.07, 8.92], [8.21, 1.96, 8.87], [8.80, 1.24, 7.84], [7.97, 0.65, 6.90], [5.00, 1.49, 7.93], [6.34, 2.63, 9.71], [8.82, 2.44, 9.63], [9.87, 1.14, 7.77], [8.38, 0.08, 6.07], [-0.32, 6.76, 4.65], [-1.13, 5.92, 5.32], [-2.51, 5.94, 5.23], [-3.10, 6.89, 4.40], [-2.29, 7.77, 3.70], [-0.92, 7.66, 3.86], [-0.62, 5.20, 5.95], [-3.12, 5.24, 5.79], [-4.18, 6.94, 4.31], [-2.71, 8.53, 3.05], [-0.24, 8.33, 3.33], [-4.39, 6.55, -4.57], [-5.51, 7.18, -4.97], [-5.68, 7.70, -6.25], [-4.64, 7.57, -7.15], [-3.47, 6.93, -6.76], [-3.40, 6.45, -5.46], [-6.29, 7.25, -4.23], [-6.61, 8.19, -6.52], [-4.73, 7.97, -8.16], [-2.64, 6.82, -7.44], [-2.51, 5.94, -5.11], [1.24, -9.14, -6.38], [0.57, -10.28, -6.14], [0.69, -11.42, -6.92], [1.56, -11.39, -8.00], [2.26, -10.23, -8.27], [2.07, -9.14, -7.44], [-0.10, -10.25, -5.29], [0.13, -12.32, -6.68], [1.68, -12.27, -8.63], [2.94, -10.16, -9.11], [2.60, -8.20, -7.61]]}



Record 5
{"formula": "C34H28F12NO4PdS", "method": "ωB97M-V/def2-TZVPD", "charge": -1, "homo_energy_ev": [-4.37, -4.37], "e_tot_ha": -3392.6604, "homo_lumo_gap_ev": [6.910, 5.485], "spin_multiplicity": 3, "relative_energy_ev": 0.103, "s2": 2.03, "symbols": ["Pd", "C", "C", "C", "C", "C", "N", "C", "C", "C", "C", "C", "C", "C", "C", "O", "C", "F", "F", "F", "C", "F", "F", "F", "C", "C", "C", "O", "C", "F", "F", "F", "C", "F", "F", "F", "H", "H", "H", "H", "H", "H", "H", "H", "H", "H", "H", "H", "O", "S", "C", "C", "C", "C", "C", "C", "C", "C", "C", "C", "C", "C", "H", "H", "H", "H", "H", "H", "H", "H", "H", "H", "C", "C", "O", "H", "H", "H", "H", "H", "H"], "coordinates": [[-0.16, -0.49, -0.43], [4.71, 4.53, -2.73], [3.49, 3.72, -2.37], [2.22, 4.09, -2.78], [1.12, 3.35, -2.39], [1.23, 2.19, -1.58], [0.07, 1.51, -1.27], [-1.09, 2.24, -1.08], [-1.05, 3.44, -0.36], [-2.18, 4.20, -0.13], [-3.40, 3.80, -0.64], [-4.64, 4.62, -0.44], [-3.46, 2.59, -1.33], [-2.35, 1.78, -1.55], [-2.45, 0.38, -2.21], [-2.12, -0.60, -1.36], [-1.59, 0.38, -3.57], [-0.52, -0.41, -3.48], [-2.28, -0.07, -4.65], [-1.16, 1.61, -3.91], [-3.93, 0.05, -2.62], [-4.74, 0.06, -1.55], [-4.47, 0.90, -3.53], [-4.02, -1.19, -3.14], [2.54, 1.77, -1.22], [3.62, 2.56, -1.62], [2.79, 0.52, -0.34], [1.99, -0.53, -0.60], [4.24, -0.07, -0.54], [5.26, 0.64, -0.01], [4.34, -1.29, 0.00], [4.51, -0.20, -1.86], [2.71, 1.03, 1.15], [3.56, 2.06, 1.42], [3.01, 0.05, 2.04], [1.49, 1.49, 1.46], [4.43, 5.50, -3.13], [5.32, 4.02, -3.48], [5.34, 4.69, -1.85], [2.08, 4.96, -3.40], [0.14, 3.62, -2.74], [-0.09, 3.75, 0.06], [-2.10, 5.12, 0.44], [-4.39, 5.65, -0.18], [-5.26, 4.22, 0.37], [-5.26, 4.63, -1.34], [-4.42, 2.29, -1.71], [4.62, 2.28, -1.32], [-1.56, -1.23, 1.54], [-0.16, -1.29, 2.07], [-0.38, -1.33, 3.88], [-1.64, -1.57, 4.40], [-1.83, -1.50, 5.78], [-0.77, -1.16, 6.61], [0.49, -0.90, 6.07], [0.68, -0.97, 4.70], [0.41, -2.99, 1.94], [-0.47, -4.05, 2.11], [0.01, -5.34, 1.96], [1.34, -5.56, 1.64], [2.20, -4.49, 1.45], [1.73, -3.19, 1.59], [-2.45, -1.78, 3.72], [-2.80, -1.71, 6.20], [-0.92, -1.09, 7.68], [1.30, -0.61, 6.72], [1.65, -0.76, 4.26], [-1.51, -3.85, 2.33], [-0.67, -6.18, 2.08], [1.71, -6.58, 1.53], [3.23, -4.66, 1.16], [2.37, -2.34, 1.37], [-1.25, -4.95, -1.90], [-1.35, -3.48, -1.50], [-0.08, -2.98, -1.08], [-2.24, -5.32, -2.18], [-0.87, -5.54, -1.08], [-0.58, -5.07, -2.76], [-2.01, -3.36, -0.65], [-1.75, -2.87, -2.31], [0.44, -2.73, -1.85]]}



Record 6
{"formula": "C28H37BN8O4PPtS2", "method": "ωB97M-V/def2-TZVPD", "charge": 1, "homo_energy_ev": -9.16, "e_tot_ha": -3110.0514, "homo_lumo_gap_ev": 6.234, "relative_energy_ev": 0.539, "symbols": ["Pt", "C", "N", "C", "C", "N", "B", "N", "C", "C", "N", "C", "C", "S", "C", "S", "H", "H", "H", "H", "H", "H", "H", "H", "H", "H", "H", "H", "C", "O", "P", "O", "C", "O", "C", "H", "H", "H", "H", "H", "H", "H", "H", "H", "N", "C", "C", "C", "C", "C", "N", "C", "H", "H", "H", "H", "C", "N", "N", "C", "O", "C", "C", "C", "C", "C", "C", "C", "C", "C", "H", "H", "H", "H", "H", "H", "H", "H", "H", "H", "H", "H"], "coordinates": [[-0.10, 1.20, -0.40], [-0.07, 4.13, 3.27], [1.02, 3.19, 3.08], [2.35, 3.47, 3.35], [3.03, 2.33, 3.14], [2.13, 1.35, 2.74], [2.51, -0.15, 2.72], [2.63, -0.78, 1.25], [2.95, -2.12, 1.17], [3.12, -2.44, -0.14], [2.89, -1.28, -0.85], [2.97, -1.17, -2.30], [2.60, -0.28, 0.02], [2.24, 1.33, -0.51], [0.89, 1.89, 2.71], [-0.56, 1.12, 2.22], [0.12, 4.71, 4.17], [-0.99, 3.57, 3.38], [-0.15, 4.80, 2.41], [2.68, 4.44, 3.67], [4.07, 2.11, 3.25], [3.62, -0.23, 3.20], [1.68, -0.81, 3.31], [3.02, -2.73, 2.05], [3.38, -3.37, -0.61], [2.66, -2.11, -2.75], [3.98, -0.93, -2.61], [2.31, -0.37, -2.63], [0.97, 5.56, -0.29], [0.78, 4.15, -0.01], [-0.23, 3.29, -0.86], [-0.02, 3.70, -2.38], [1.05, 3.15, -3.18], [-1.66, 3.93, -0.72], [-2.46, 3.81, 0.48], [1.48, 5.68, -1.24], [1.60, 5.94, 0.51], [0.02, 6.08, -0.31], [0.69, 3.12, -4.20], [1.30, 2.15, -2.84], [1.92, 3.79, -3.11], [-3.50, 3.80, 0.16], [-2.29, 4.67, 1.12], [-2.21, 2.90, 1.03], [-5.50, 2.99, -3.53], [-4.95, 2.33, -2.76], [-4.26, 1.51, -1.80], [-4.96, 0.79, -0.84], [-4.24, 0.02, 0.06], [-2.86, 0.02, -0.01], [-2.19, 0.72, -0.94], [-2.88, 1.45, -1.82], [-6.04, 0.83, -0.80], [-4.74, -0.56, 0.83], [-2.26, -0.54, 0.68], [-2.32, 1.99, -2.57], [-1.43, -5.17, -1.34], [-0.72, -3.90, -1.52], [-0.43, -3.08, -0.45], [-0.28, -1.80, -0.91], [0.06, -0.88, -0.12], [-0.52, -1.83, -2.31], [-0.82, -3.13, -2.63], [-1.21, -3.72, -3.94], [0.06, -3.60, 0.79], [-0.21, -2.92, 1.97], [0.31, -3.40, 3.16], [1.09, -4.55, 3.18], [1.36, -5.22, 1.99], [0.86, -4.74, 0.79], [-1.37, -5.46, -0.29], [-0.96, -5.94, -1.94], [-2.48, -5.07, -1.62], [-0.47, -0.98, -2.97], [-1.15, -2.96, -4.72], [-2.23, -4.10, -3.90], [-0.56, -4.55, -4.20], [-0.79, -2.01, 1.96], [0.12, -2.86, 4.08], [1.49, -4.93, 4.11], [1.97, -6.12, 1.99], [1.10, -5.24, -0.14]]}